Here is 2 unconnected molecules or ions with the total composition CH3NOS from the Open Molecules 2025 dataset. Energies are from ωB97M-V/def2-TZVPD.

Geometry as XYZ:
```
7
Properties=species:S:1:pos:R:3:forces:R:3:nbo_charge:R:1
C -1.61868 -1.10674 -0.00867 0.34 1.25 0.26 -0.080
N -1.76800 0.05040 0.11024 -1.03 -1.36 -1.01 0.216
O -2.14829 1.15819 -0.04085 0.40 1.28 0.29 -0.367
H -1.52379 -1.95029 0.59176 0.32 -1.16 0.46 0.230
S 2.34984 0.35709 0.24452 -0.10 -0.36 1.24 -0.313
H 2.04427 1.65561 0.04590 0.21 -0.40 -0.80 0.160
H 2.66465 -0.16427 -0.94290 -0.13 0.75 -0.43 0.153
```
Forces are in eV/Å.

E = -15454.79740 eV
HOMO energy = -9.80 eV
energy relative to the best compared isomer or geometry (same formula, charge and spin) = 4.012 eV
SMILES = C#[N+][O-].S
net charge = 0